# 1
C10H12N3 | the ωB97M-V functional and the def2-TZVPD basis

```
25
Properties=species:S:1:pos:R:3:forces:R:3:nbo_charge:R:1
C 3.06520 -1.15418 0.34076 2.5 -0.1 3.6 -0.222
C 2.39965 -1.32679 -0.78144 -2.0 -0.4 -3.9 -0.174
C 2.66189 -0.26346 1.31364 -1.2 0.5 -0.1 -0.161
C 1.24929 -0.53731 -1.06399 1.6 -0.2 -1.7 -0.257
C 1.54609 0.55302 1.08021 2.1 -2.3 -0.9 -0.224
C 0.91837 0.44477 -0.15171 -1.6 -0.2 -0.4 0.104
C -2.29945 -1.36549 0.05554 -0.5 -2.5 0.7 -0.297
C 0.14013 2.58919 -0.77971 2.5 5.1 -1.5 -0.304
C -1.58233 0.94929 -0.53521 2.6 4.0 -4.7 -0.143
C -3.39623 -1.10584 1.05111 -0.1 -2.2 0.7 0.195
N -1.88987 -0.01091 0.37012 -4.0 -1.1 1.0 0.082
N -3.01070 0.10538 1.26553 1.0 2.0 0.4 -0.169
N -0.13550 1.37914 -0.47491 -2.6 -5.4 2.5 -0.391
H 3.95678 -1.63514 0.77324 -0.3 -0.6 -1.6 0.237
H 2.73705 -1.96959 -1.60902 -0.1 0.1 0.7 0.232
H 3.27205 -0.37595 2.20492 -0.6 0.9 0.3 0.232
H 0.93170 -0.55798 -2.16534 -0.1 0.2 2.0 0.241
H 1.19456 1.12069 1.84554 -1.1 2.1 1.8 0.228
H -1.57635 -2.07253 0.43530 0.3 -0.5 -0.5 0.268
H -2.71076 -1.56352 -0.92979 0.7 0.1 -0.4 0.263
H -0.68650 3.29916 -0.78500 0.8 0.3 0.0 0.195
H 1.26139 2.76747 -0.77611 -1.9 0.5 -0.1 0.227
H -1.58294 0.63728 -1.69872 -0.8 -0.6 2.3 0.281
H -2.28253 1.87019 -0.58672 1.2 -1.4 1.0 0.276
H -4.18099 -1.77688 1.60177 1.3 1.8 -1.3 0.282
```
Forces are in eV/Å.

Output
* energy above the lowest of the compared OMol25 structures with the same formula, charge and spin: 374.1 kJ/mol
* multiplicity: 3
* net charge: +1

# 2
C2H2N3O2 | the ωB97M-V functional and the def2-TZVPD basis

```
9
Properties=species:S:1:pos:R:3:forces:R:3:nbo_charge:R:1
C 1.07485 0.04931 0.11331 1.5 1.1 -0.4 0.526
C -1.14372 0.15490 0.04129 -3.4 -2.4 0.8 0.843
N 2.15668 0.73436 0.02290 0.3 2.8 -0.1 -0.869
N 1.02327 -1.24266 0.02588 -4.2 -1.9 0.1 -0.353
N -0.99820 -1.22826 0.19238 3.5 1.1 -0.7 -0.643
O -2.26566 0.65092 -0.06817 1.0 0.5 -0.4 -0.683
O -0.04720 0.83316 0.22866 -0.7 0.7 0.0 -0.500
H 1.75305 1.74427 -0.02195 1.5 -2.0 0.2 0.320
H -1.55306 -1.69601 -0.53430 0.6 0.0 0.3 0.360
```
Forces are in eV/Å.

Output
* energy above the lowest of the compared OMol25 structures with the same formula, charge and spin: 244.2 kJ/mol
* net charge: -1

# 3
C15H11AuN3O5 | the ωB97M-V functional and the def2-TZVPD basis

```
35
Properties=species:S:1:pos:R:3:forces:R:3:nbo_charge:R:1
Au 0.91221 2.55520 -0.49812 0.0 0.1 0.0 1.073
O 4.48980 2.25957 1.49429 0.0 0.0 0.1 -0.606
C 3.40080 2.07947 0.99097 0.0 0.0 0.0 0.737
O 2.78816 2.91912 0.21747 0.1 -0.1 -0.1 -0.752
C 2.68638 0.77000 1.29459 -0.1 0.0 0.1 0.131
C 2.93026 0.09799 2.51839 0.1 0.1 0.0 -0.230
C 2.17698 -0.99297 2.82186 -0.1 -0.1 0.0 -0.128
C 1.24221 -1.48985 1.87444 0.1 0.0 0.1 -0.115
C 0.36619 -2.57657 2.11813 -0.2 0.1 0.0 -0.185
C -0.53399 -2.95905 1.16416 -0.2 0.3 0.2 -0.214
C -0.55735 -2.32388 -0.10690 1.7 -1.8 -0.3 -0.223
C 0.36912 -1.36951 -0.39995 -0.4 0.8 0.2 -0.221
C 1.17700 -0.83475 0.63290 -0.2 0.1 -0.1 0.218
N 1.84645 0.32728 0.39915 0.0 -0.1 -0.1 -0.483
H 3.67836 0.49967 3.18624 0.0 0.0 0.0 0.253
H 2.27527 -1.48843 3.78066 0.0 0.0 0.0 0.218
H 0.40728 -3.08441 3.07433 0.0 0.0 0.0 0.218
H -1.24944 -3.74229 1.38146 0.1 -0.1 -0.1 0.216
H -0.94774 -2.91032 -0.93301 -0.8 0.5 0.0 0.220
H 0.43027 -0.89597 -1.37459 0.1 -0.1 0.0 0.238
O -1.13416 2.63826 -0.92971 -0.2 0.0 0.1 -0.612
N -1.82064 1.50817 -1.06329 0.2 -0.1 -0.1 0.054
C -2.30667 1.21371 -2.28087 0.1 0.1 0.0 0.052
C -3.07163 0.08578 -2.45587 0.0 -0.2 0.0 -0.225
C -3.29744 -0.76360 -1.38111 0.5 -0.3 -0.3 -0.158
C -2.71039 -0.48442 -0.15494 -2.0 1.6 0.3 -0.205
C -2.06469 0.72673 -0.00079 0.6 -0.2 -0.1 0.035
H -2.04346 1.92302 -3.04926 0.0 0.0 0.0 0.260
H -3.47610 -0.12232 -3.43555 0.0 0.0 0.0 0.243
H -3.86463 -1.67380 -1.52103 -0.2 0.1 0.1 0.232
H -3.15283 -0.89447 0.74357 0.8 -0.7 0.0 0.244
H -1.63071 1.08189 0.92290 -0.1 0.0 0.0 0.243
O 1.13278 3.57870 -2.51691 0.1 0.0 0.0 -0.426
N 0.92033 2.73869 -3.41772 0.0 0.1 0.0 0.365
O 0.63200 1.60334 -3.09589 0.0 -0.1 0.0 -0.463
```
Forces are in eV/Å.

Output
* energy above the lowest of the compared OMol25 structures with the same formula, charge and spin: 88.0 kJ/mol
* multiplicity: 2
* net charge: 0

# 4
C37H25AsF5O2PtSeTe | the ωB97M-V functional and the def2-TZVPD basis

```
73
Properties=species:S:1:pos:R:3:forces:R:3:mulliken_spin:R:1
Pt -0.57720 -1.07695 1.11142 0.6 0.3 0.4 0.623
C 5.63011 0.12490 2.91345 -0.1 0.0 0.0 -0.001
C 4.58907 -0.67950 3.35296 -0.1 0.0 0.0 0.001
C 3.32576 -0.58104 2.76956 0.1 0.1 0.0 0.011
C 3.11695 0.32956 1.73935 0.0 -0.1 0.0 0.012
C 4.16573 1.13553 1.29376 0.0 -0.1 0.1 -0.004
C 5.41720 1.03701 1.88244 -0.1 0.0 0.0 0.001
As 1.40467 0.37346 0.79899 -0.1 0.0 -0.4 0.148
C 1.14636 2.28430 0.59446 -0.1 0.0 0.0 -0.008
C 1.63581 3.17486 1.54547 0.0 0.1 -0.1 0.003
C 1.29437 4.52135 1.48615 0.0 -0.1 0.0 -0.006
C 0.45955 4.98612 0.47836 0.0 0.0 0.0 0.006
C -0.03839 4.10134 -0.46952 0.0 -0.1 0.0 -0.007
C 0.29790 2.75350 -0.40817 0.0 0.2 0.1 0.023
C 2.08649 -0.19676 -0.94610 0.0 -0.1 0.1 -0.014
C 2.34738 0.65005 -2.01328 0.0 0.0 0.0 0.009
C 2.83761 0.13634 -3.21015 0.0 0.0 0.0 -0.001
C 3.07448 -1.22278 -3.34122 0.0 -0.1 0.1 0.004
C 2.82652 -2.07436 -2.26799 0.0 0.1 0.0 0.000
C 2.33278 -1.56547 -1.07476 0.0 0.1 -0.1 0.000
H 6.61237 0.03775 3.36415 0.0 0.0 0.0 0.000
H 4.75347 -1.39761 4.14853 0.0 0.0 0.0 0.000
H 2.51834 -1.23177 3.08893 0.0 0.0 -0.1 -0.008
H 4.00503 1.83881 0.48613 0.0 0.0 0.0 0.003
H 6.22832 1.66531 1.53382 0.0 0.0 0.0 0.000
H 2.27911 2.81827 2.34010 0.0 0.0 0.0 0.001
H 1.67351 5.20593 2.23629 0.0 0.0 0.0 0.000
H 0.18819 6.03466 0.43918 0.0 0.0 0.0 0.001
H -0.70236 4.45019 -1.25227 0.0 0.0 0.0 0.000
H -0.11207 2.06830 -1.13719 0.0 -0.1 -0.1 0.002
H 2.16603 1.71311 -1.92823 0.0 0.0 0.0 0.002
H 3.02139 0.80409 -4.04415 0.0 0.0 0.0 -0.001
H 3.44033 -1.62274 -4.28003 0.0 0.0 0.0 0.000
H 3.00863 -3.13929 -2.36397 0.0 0.1 0.0 0.000
H 2.13473 -2.22944 -0.23843 0.0 0.0 0.0 -0.001
Te -2.64313 0.32428 0.44099 0.1 -0.2 0.1 0.672
C -2.43866 2.05886 1.65194 0.0 0.1 0.0 0.016
C -3.20273 3.19046 1.35694 0.0 0.0 0.0 0.000
C -3.11083 4.33202 2.14488 0.0 -0.1 0.0 -0.021
C -2.26116 4.35579 3.24497 0.0 -0.1 0.0 0.036
C -1.50131 3.23209 3.54798 0.0 -0.1 -0.1 -0.008
C -1.58263 2.09070 2.75521 -0.2 0.3 -0.1 -0.001
H -3.86860 3.18368 0.49758 0.1 0.0 0.1 -0.010
H -3.70269 5.20508 1.89584 0.0 0.0 0.0 -0.001
H -2.18755 5.24709 3.85847 0.0 0.0 0.0 0.003
H -0.83178 3.24199 4.40220 0.0 0.0 -0.1 -0.001
H -0.97855 1.22538 2.98703 0.1 -0.1 0.0 -0.008
O 0.44496 -4.59177 2.84451 0.0 0.2 0.0 0.004
C 0.19290 -3.56201 2.23636 0.4 0.2 0.0 0.000
O 0.94344 -2.51812 2.07813 -0.3 -0.4 -0.1 0.103
C -1.13594 -3.39521 1.54075 -0.5 -0.1 -0.1 0.009
C -2.34529 -3.41995 2.26179 0.2 -0.1 0.0 0.035
C -3.55546 -3.33386 1.60987 -0.1 0.1 -0.1 -0.002
C -3.59621 -3.23773 0.21393 0.0 0.0 0.1 0.017
C -2.42267 -3.22657 -0.51161 0.2 0.0 0.1 -0.001
C -1.17728 -3.28755 0.14049 -0.5 -0.2 -0.1 -0.008
H -2.30318 -3.52487 3.33882 0.0 0.0 0.0 -0.003
H -4.47757 -3.33191 2.18115 0.1 0.0 0.0 -0.003
H -4.54939 -3.17532 -0.29990 0.1 0.0 0.0 0.001
H -2.45383 -3.16826 -1.59016 0.0 0.0 -0.1 0.003
H -0.26900 -3.37594 -0.44110 0.1 0.1 0.0 -0.005
F -3.71713 -4.24227 -5.97077 0.0 -0.1 -0.1 0.002
C -3.27316 -3.23012 -5.21922 -0.1 -0.1 -0.1 0.031
C -4.13692 -2.24195 -4.80414 -0.1 0.1 0.0 -0.013
F -5.42647 -2.30619 -5.16123 -0.1 0.0 0.0 -0.001
C -3.66758 -1.19750 -4.03006 -0.1 0.0 0.0 0.042
F -4.56998 -0.28124 -3.66794 0.0 0.1 0.1 0.002
C -2.33807 -1.09047 -3.63242 0.0 0.0 0.1 0.044
Se -1.68924 0.35533 -2.58197 0.1 0.1 -0.1 0.309
C -1.50060 -2.11517 -4.07164 0.1 0.0 0.0 -0.031
F -0.20026 -2.12596 -3.76550 0.0 0.1 0.1 -0.001
C -1.94757 -3.16514 -4.85197 0.1 0.0 0.0 -0.010
F -1.10709 -4.12472 -5.25826 0.1 0.0 0.0 -0.001
```
Forces are in eV/Å.

Output
* energy above the lowest of the compared OMol25 structures with the same formula, charge and spin: 106.9 kJ/mol
* multiplicity: 3
* net charge: -1

# 5
C3H36O15 | the ωB97M-V functional and the def2-TZVPD basis

```
54
Properties=species:S:1:pos:R:3:forces:R:3:nbo_charge:R:1
O 0.68622 -2.29906 -3.22068 0.2 -1.0 -0.6 -0.824
H 1.63703 -2.29763 -3.40777 -0.1 0.2 0.1 0.529
H 0.41599 -3.19590 -2.84778 0.0 0.0 0.2 0.549
H 0.42663 -1.54456 -2.57926 -0.6 2.1 1.0 0.556
C -0.23325 0.50116 0.55664 0.3 -0.1 0.2 -0.645
C 0.59776 -0.17381 -0.53058 -0.4 -0.2 -0.1 0.128
C 0.88112 -1.63436 -0.12647 0.1 0.4 0.3 -0.651
O -0.02239 -0.09210 -1.77967 0.6 -1.5 -0.6 -1.000
H 0.33759 0.50655 1.48959 -0.2 -0.2 0.1 0.199
H -1.17098 -0.04497 0.67579 0.0 0.1 0.2 0.213
H -0.44765 1.55244 0.37367 -0.2 -0.1 -0.4 0.205
H 1.59055 0.30531 -0.51552 0.1 0.2 -0.3 0.105
H -0.01674 -2.25494 -0.14869 -0.1 0.1 -0.1 0.208
H 1.26711 -1.66213 0.89566 0.1 -0.1 0.0 0.215
H 1.63574 -2.03583 -0.80900 0.1 -0.2 0.1 0.161
O -0.37018 3.32259 2.48919 0.7 0.0 0.7 -0.976
H -0.06390 2.74342 3.21397 -0.5 -0.2 -0.2 0.507
H -0.08401 4.20803 2.73972 -0.2 0.1 -0.2 0.485
O -3.07665 -0.04929 2.93340 0.2 -0.1 -0.1 -0.968
H -3.12614 0.68638 2.30683 -0.1 0.2 0.1 0.495
H -3.29235 0.34564 3.78353 0.0 0.0 0.0 0.471
O -2.67808 1.21830 -1.75241 -0.2 0.2 0.6 -0.970
H -3.20297 1.54349 -1.01123 0.0 -0.1 0.0 0.474
H -1.97643 0.68365 -1.34363 0.1 0.0 -0.3 0.494
O 3.56807 1.53660 1.27528 0.0 -0.2 0.1 -0.945
H 2.83004 1.37332 0.67588 0.0 0.2 0.0 0.475
H 4.35317 1.40079 0.73663 0.0 0.1 0.0 0.468
O -0.38436 1.05475 4.13143 0.4 0.0 0.0 -0.964
H -0.61145 0.26900 3.61220 -0.2 0.1 0.0 0.507
H 0.53989 0.92737 4.37695 -0.1 -0.2 0.1 0.473
O -2.84820 2.64773 1.66049 0.1 -0.3 -0.1 -1.005
H -1.92662 2.78580 1.96896 -0.4 0.2 -0.1 0.506
H -3.13577 3.50869 1.34544 0.0 0.0 0.0 0.476
O 0.28750 0.53787 -4.72429 0.3 -0.1 0.0 -0.931
H 0.15207 0.12488 -3.85751 0.0 0.4 0.0 0.480
H 1.04978 0.08885 -5.10104 0.0 0.1 -0.1 0.445
O 0.56992 -2.70391 3.34350 -0.1 0.3 0.1 -0.949
H 0.29166 -3.38594 2.72650 0.0 0.0 0.0 0.466
H 1.51932 -2.61945 3.19611 0.0 -0.2 0.0 0.483
O -0.51976 2.95320 -2.35169 0.5 0.3 0.3 -0.964
H -0.09202 2.08432 -2.36130 -0.2 -0.1 -0.1 0.484
H -1.29509 2.82836 -1.79356 -0.1 -0.2 -0.3 0.473
O 1.33669 3.71779 0.28970 0.5 0.1 -0.2 -0.937
H 0.67042 3.05314 0.09870 -0.2 0.1 -0.2 0.473
H 1.50777 3.62453 1.22926 0.0 -0.1 0.0 0.463
O -0.15395 -4.48084 -2.06428 -0.2 -0.2 -0.3 -0.950
H -0.97076 -4.79630 -2.47505 0.0 0.1 0.1 0.508
H 0.25855 -5.27042 -1.69568 0.1 0.1 0.0 0.506
O -2.23944 -0.58376 -3.84224 -0.1 -0.6 -0.3 -0.964
H -1.61518 -0.45815 -3.12167 -0.1 0.2 0.3 0.475
H -2.58756 0.29757 -4.00517 0.0 0.0 0.1 0.486
O 3.03704 -3.77409 2.07503 0.0 0.1 -0.1 -0.947
H 3.97424 -3.55081 2.06642 0.0 0.0 0.1 0.479
H 2.72001 -3.52326 1.19965 0.0 0.1 0.0 0.472
```
Forces are in eV/Å.

Output
* energy above the lowest of the compared OMol25 structures with the same formula, charge and spin: 249.1 kJ/mol
* net charge: 0

# 6
C16H27IrN3S3 | the ωB97M-V functional and the def2-TZVPD basis

```
50
Properties=species:S:1:pos:R:3:forces:R:3:mulliken_spin:R:1
Ir -0.29392 0.11008 -0.00421 -0.1 -0.4 0.0 2.662
C -3.68037 -0.07369 0.28990 0.0 0.0 0.0 0.010
C -3.51109 1.32539 -0.27380 0.0 0.0 0.0 0.002
S -1.89313 1.60122 -1.09137 0.0 0.0 0.0 0.245
C -1.30132 3.14413 -0.30773 0.0 0.0 0.0 0.033
C -1.10968 3.10249 1.20090 0.0 0.0 0.0 0.007
S -0.02991 1.73340 1.78724 0.0 0.1 0.1 0.221
C -0.99026 1.01360 3.16001 0.0 0.0 0.0 0.005
C -2.38006 0.51739 2.79035 0.0 0.0 0.0 0.013
S -2.35608 -0.64862 1.38901 0.0 0.0 0.0 0.294
H -3.72225 -0.82733 -0.49873 0.0 0.0 0.0 -0.008
H -4.62381 -0.13732 0.83713 0.0 0.0 0.0 0.010
H -3.63142 2.09698 0.48479 0.0 0.0 0.0 0.002
H -4.26568 1.50156 -1.04235 0.0 0.0 0.0 0.006
H -2.01831 3.92627 -0.56744 0.0 0.0 0.0 0.013
H -0.37265 3.37356 -0.82979 0.0 0.0 0.0 -0.004
H -2.05523 3.02172 1.73262 0.0 0.0 0.0 0.002
H -0.63314 4.02716 1.52991 0.0 0.0 0.0 0.002
H -1.04900 1.77752 3.93875 0.0 0.0 0.0 0.009
H -0.35246 0.21475 3.54148 0.0 0.0 0.0 -0.001
H -3.06815 1.32749 2.55528 0.0 0.0 0.0 0.001
H -2.79714 -0.01915 3.64455 0.0 0.0 0.0 0.009
N 3.86498 3.22286 -3.85058 0.0 0.0 0.0 0.000
C 3.26596 1.83435 -3.74223 0.0 0.0 0.0 0.006
C 1.92230 1.73539 -3.00116 0.0 0.0 0.0 -0.003
N 1.94957 1.51309 -1.53743 0.0 0.1 -0.1 0.088
H 4.72839 3.18780 -4.40633 0.0 0.0 0.0 0.000
H 4.11890 3.63503 -2.94949 0.0 0.0 0.0 0.000
H 3.23973 3.87624 -4.33248 0.0 0.0 0.0 0.000
H 4.02928 1.20569 -3.28481 0.0 0.0 0.0 -0.001
H 3.13341 1.50088 -4.77020 0.0 0.0 0.0 0.000
H 1.41232 0.88550 -3.45470 0.0 0.0 0.0 0.000
H 1.29673 2.60469 -3.21389 0.0 0.0 0.0 -0.001
H 2.18338 2.36101 -1.02934 0.0 0.0 0.0 0.001
H 2.67528 0.84163 -1.30163 0.0 0.0 0.0 -0.006
C 0.13227 -1.92707 -0.53421 0.1 0.4 0.0 0.413
C 0.36280 -3.01267 0.45341 -0.5 -0.2 0.0 0.084
C -0.70739 -3.92062 0.75169 0.1 0.2 -0.2 0.065
C -0.53027 -5.00126 1.55962 -0.1 0.1 -0.1 0.036
C 0.75452 -5.22006 2.12629 0.5 0.2 0.0 0.182
C 1.83537 -4.30286 1.84693 -0.2 0.2 -0.2 0.125
C 1.62307 -3.21822 1.02586 0.3 -0.4 0.4 0.005
C 1.02214 -6.30830 2.95211 -0.2 0.0 -0.1 0.050
N 1.24573 -7.21880 3.64383 0.1 -0.1 0.1 0.365
H -0.71343 -2.13430 -1.19739 0.0 -0.1 0.0 0.036
H 1.03052 -1.72697 -1.13402 0.0 -0.1 0.0 0.024
H -1.67207 -3.77370 0.28176 0.0 0.0 0.0 0.002
H -1.34387 -5.68993 1.74656 0.1 -0.1 0.1 -0.003
H 2.81291 -4.48815 2.27499 0.0 -0.1 0.0 -0.006
H 2.46251 -2.56988 0.81034 -0.1 0.1 -0.1 0.002
```
Forces are in eV/Å.

Output
* multiplicity: 6
* total energy: -2087.34377 a.u.
* net charge: +4